{
  "formula": "C34H64N2O13S4",
  "method": "wB97M-V/def2-TZVPD",
  "total_charge": 0,
  "e_lumo_ev": 0.5,
  "orbital_gap_ev": 9.76,
  "smiles": "[H]/N=C/C[C@]1(CCCCCOCC)OC(=O)O[C@@H]1CCCCNC(C)=O.O=S1(=O)CCCC1.O=S1(=O)CCCC1.O=S1(=O)CCCC1.O=S1(=O)CCCC1",
  "symbols": ["H", "N", "C", "C", "C", "C", "C", "C", "C", "C", "O", "C", "C", "O", "C", "O", "O", "C", "C", "C", "C", "C", "N", "C", "C", "O", "H", "H", "H", "H", "H", "H", "H", "H", "H", "H", "H", "H", "H", "H", "H", "H", "H", "H", "H", "H", "H", "H", "H", "H", "H", "H", "H", "H", "H", "H", "H", "O", "S", "O", "C", "C", "C", "C", "H", "H", "H", "H", "H", "H", "H", "H", "O", "S", "O", "C", "C", "C", "C", "H", "H", "H", "H", "H", "H", "H", "H", "O", "S", "O", "C", "C", "C", "C", "H", "H", "H", "H", "H", "H", "H", "H", "O", "S", "O", "C", "C", "C", "C", "H", "H", "H", "H", "H", "H", "H", "H"],
  "xyz": [[2.1167, 4.0346, -2.5598], [2.8012, 4.6193, -2.0850], [3.8062, 3.9308, -1.7213], [4.9529, 4.6155, -1.0351], [5.5257, 3.9164, 0.1725], [6.8062, 4.6514, 0.6071], [7.9525, 4.7445, -0.4153], [8.1514, 3.5325, -1.3373], [9.0514, 2.4410, -0.7318], [10.2037, 2.0126, -1.6379], [11.4185, 2.5918, -1.1820], [12.5686, 1.7964, -1.3761], [13.0512, 1.1586, -0.0668], [5.7004, 2.5069, 0.0038], [5.9186, 2.0493, 1.2827], [6.7128, 1.1835, 1.5872], [5.0864, 2.7207, 2.1139], [4.6252, 3.8993, 1.4503], [3.1067, 3.9061, 1.3265], [2.5119, 2.5634, 0.9016], [1.1251, 2.6893, 0.2709], [0.4270, 1.3283, 0.1666], [-0.2697, 1.1693, -1.1361], [-1.6835, 0.9851, -0.9843], [-2.5507, 2.1534, -1.3627], [-2.1737, -0.0558, -0.5848], [3.8572, 2.8651, -1.9385], [4.6117, 5.6045, -0.7467], [5.7199, 4.7652, -1.7922], [7.1931, 4.2635, 1.5473], [6.4815, 5.6647, 0.8317], [8.8771, 4.8789, 0.1386], [7.8537, 5.6332, -1.0335], [8.6733, 3.9020, -2.2186], [7.2212, 3.1096, -1.6953], [9.5017, 2.8017, 0.1876], [8.4803, 1.5516, -0.4816], [10.0359, 2.3593, -2.6608], [10.2738, 0.9269, -1.6906], [13.3525, 2.4504, -1.7502], [12.4087, 1.0312, -2.1325], [12.3601, 1.3945, 0.7336], [13.1658, 0.0821, -0.1437], [14.0233, 1.5547, 0.2108], [4.8795, 4.7671, 2.0525], [2.7258, 4.1203, 2.3232], [2.7865, 4.7146, 0.6775], [3.1418, 2.0391, 0.1861], [2.4525, 1.9174, 1.7757], [0.5194, 3.4294, 0.7885], [1.2658, 3.0399, -0.7452], [1.1725, 0.5459, 0.2595], [-0.2826, 1.2261, 0.9833], [0.0653, 0.3251, -1.5830], [-3.0893, 2.5274, -0.4966], [-1.9820, 2.9674, -1.7947], [-3.2943, 1.8285, -2.0825], [-5.6594, 0.6620, 4.7517], [-4.6615, -0.3687, 4.5943], [-3.7972, -0.7307, 5.6924], [-5.4434, -1.8335, 3.9309], [-5.3581, -1.6564, 2.4212], [-3.9459, -1.1251, 2.1404], [-3.6709, 0.0049, 3.1419], [-6.4598, -1.9029, 4.3085], [-4.8608, -2.6922, 4.2630], [-5.5491, -2.5889, 1.9026], [-6.1005, -0.9257, 2.0894], [-3.2227, -1.9303, 2.2842], [-3.8391, -0.7723, 1.1173], [-2.6260, 0.0573, 3.4378], [-3.9962, 0.9723, 2.7631], [-0.5843, 4.6700, -5.5250], [0.8552, 4.6796, -5.4928], [1.5908, 3.7387, -4.6836], [1.4680, 4.6129, -7.1722], [1.5626, 6.0769, -7.5913], [2.1654, 6.8185, -6.3890], [1.4171, 6.3471, -5.1350], [0.7855, 4.0227, -7.7787], [2.4502, 4.1424, -7.1448], [2.1704, 6.1947, -8.4868], [0.5659, 6.4671, -7.8070], [3.2245, 6.5688, -6.3017], [2.0925, 7.8987, -6.5028], [2.0528, 6.3172, -4.2522], [0.5350, 6.9520, -4.9361], [-4.4413, -4.9501, 1.7421], [-5.6260, -5.3524, 2.4624], [-6.6740, -4.4115, 2.7667], [-6.3393, -6.7844, 1.6676], [-5.6508, -7.9683, 2.3355], [-5.6146, -7.6401, 3.8322], [-5.1266, -6.1917, 3.9723], [-6.1646, -6.7270, 0.5954], [-7.4051, -6.7828, 1.8790], [-6.1850, -8.8960, 2.1394], [-4.6324, -8.0736, 1.9529], [-6.6202, -7.7338, 4.2448], [-4.9681, -8.3234, 4.3812], [-5.5789, -5.6816, 4.8191], [-4.0419, -6.1306, 4.0381], [-9.9322, -6.5327, 1.3782], [-10.0254, -7.8734, 1.8933], [-8.9327, -8.4661, 2.6288], [-11.5321, -8.0276, 2.8440], [-12.5793, -8.4506, 1.8181], [-11.9017, -9.5105, 0.9389], [-10.5161, -8.9726, 0.5582], [-11.7480, -7.0776, 3.3267], [-11.3700, -8.8027, 3.5923], [-13.4745, -8.8372, 2.3017], [-12.8697, -7.5925, 1.2086], [-11.7944, -10.4379, 1.5046], [-12.4898, -9.7355, 0.0510], [-9.7751, -9.7623, 0.4659], [-10.5455, -8.3819, -0.3550]],
  "forces_ev_per_a": [[0.0273, 0.0119, -0.2132], [0.3119, -0.1728, 0.2911], [-0.6829, 0.5576, -0.2766], [-0.4296, -0.5988, -0.4372], [-0.5162, 0.8008, 1.1838], [0.4464, -0.0192, -0.5473], [-0.2900, -0.4000, -0.1476], [0.7972, 0.1544, 0.0759], [-0.1736, -0.2166, -0.2907], [-0.0125, 0.2340, -0.0807], [-0.1245, -0.1367, 0.0015], [0.3944, 0.0553, 0.2727], [0.1677, 0.0486, -0.1621], [1.1503, -0.2858, 0.1528], [0.6948, -1.4091, 0.0728], [-1.8358, 1.5653, -0.4913], [0.8015, -0.3282, 0.1916], [-0.5094, 0.7796, -0.5622], [0.2181, -0.7860, 0.1635], [-0.4353, 0.0866, 0.0110], [0.4160, -0.2837, -0.2019], [-0.0501, 0.7098, -0.2145], [-0.1928, -0.2752, -0.0173], [-0.5783, -0.6511, 0.3406], [0.1229, 0.3074, -0.0203], [0.5182, 0.7194, -0.4554], [0.2696, -0.1478, 0.1071], [-0.0508, 0.1741, 0.1243], [0.2763, -0.0545, 0.0101], [-0.1134, -0.3345, 0.1288], [-0.0639, 0.1716, 0.1238], [0.1658, 0.1460, 0.0580], [-0.2551, 0.1632, -0.0296], [0.0033, 0.1201, -0.1729], [-0.1679, -0.0249, 0.0083], [0.0500, -0.0134, 0.2140], [-0.2210, 0.0036, 0.1651], [-0.1344, -0.0296, -0.1809], [0.1829, -0.1681, 0.2045], [0.0350, 0.1376, -0.1601], [-0.1944, -0.0578, -0.1735], [-0.1649, -0.0417, 0.1168], [-0.1213, -0.1778, 0.0148], [0.1173, 0.0809, 0.1166], [0.2796, -0.0399, 0.2466], [-0.1424, 0.2015, 0.0902], [0.0387, 0.1548, -0.1836], [0.2160, -0.0185, -0.0752], [0.0781, -0.0896, 0.1396], [-0.1513, 0.0389, 0.1402], [-0.1378, 0.2365, -0.1163], [0.0443, -0.2078, 0.0701], [-0.0510, -0.2794, 0.1723], [0.0655, -0.1440, 0.1036], [-0.0813, -0.0651, 0.2007], [0.1468, 0.0411, -0.0380], [-0.1267, -0.1512, -0.0730], [0.0307, 0.0477, 0.1280], [0.0724, -0.1900, -0.1061], [-0.0834, 0.1327, 0.0989], [-0.1249, -0.1129, -0.2043], [0.1574, 0.2713, -0.1013], [-0.0772, -0.0223, 0.0345], [0.1555, -0.0804, -0.3212], [0.0232, 0.0472, 0.0999], [0.0290, 0.0202, 0.0311], [0.0067, 0.0784, 0.0128], [-0.0235, -0.0027, 0.0485], [-0.0140, -0.0178, 0.0056], [0.0518, -0.0073, -0.0080], [-0.0274, 0.0555, 0.1112], [-0.0789, 0.0133, 0.0861], [-0.0221, -0.1200, 0.1089], [0.1675, 0.1026, -0.1098], [-0.2102, -0.1769, 0.0504], [0.0682, 0.1540, -0.2454], [-0.0137, 0.0460, 0.0920], [-0.0200, -0.0631, -0.0351], [0.2204, 0.2781, -0.0461], [-0.0483, -0.0585, 0.1032], [-0.0084, -0.0285, 0.0486], [-0.0014, 0.0005, -0.0088], [-0.0097, -0.0239, -0.0147], [-0.0021, -0.0197, 0.0044], [0.0024, 0.0077, 0.0090], [-0.0881, -0.0938, 0.0694], [-0.0689, -0.0820, -0.0067], [-0.0641, 0.2362, 0.0337], [-0.2412, -0.5686, 0.0850], [0.0617, 0.1760, -0.0511], [0.1068, -0.2674, -0.1101], [0.1137, 0.0223, 0.0288], [-0.0427, 0.0062, -0.0019], [0.0321, -0.2576, 0.2077], [0.0191, 0.1601, 0.0077], [0.0301, 0.1186, 0.0170], [-0.0467, 0.0137, 0.0096], [-0.0075, 0.0020, -0.0202], [-0.0241, 0.0123, -0.0420], [0.0118, 0.0121, 0.0125], [0.0274, 0.1218, -0.0501], [0.0072, 0.0603, -0.0800], [0.1932, 0.0215, 0.0379], [-0.2851, -0.2655, 0.0774], [0.1204, 0.1523, -0.0279], [-0.2887, -0.0267, 0.0033], [0.0640, -0.0018, -0.0845], [0.0000, 0.0272, 0.0543], [-0.2077, -0.2424, -0.1257], [0.1286, 0.0379, -0.0031], [0.0575, 0.0062, 0.0017], [-0.0079, 0.0035, 0.0060], [-0.0054, 0.0204, 0.0247], [0.0122, 0.0062, 0.0140], [0.0052, -0.0044, -0.0108], [0.1003, 0.0825, 0.0137], [0.0400, 0.0874, 0.0459]]
}